Record 1
Molecular formula: C32H36IrN3P4Se2
Method: DFT, ωB97M-V with the def2-TZVPD basis set

Geometry as XYZ:
```
78
Properties=species:S:1:pos:R:3
Ir 0.955 -1.849 -2.022
C -1.316 -3.614 -3.911
P 0.415 -3.530 -3.435
C 0.796 -5.044 -2.517
C 1.426 -3.564 -4.955
C 2.825 -3.086 -4.569
P 2.613 -1.593 -3.540
C 2.391 -0.220 -4.688
C 4.159 -1.289 -2.667
H -1.482 -4.498 -4.530
H -1.600 -2.723 -4.469
H -1.932 -3.683 -3.015
H 0.704 -5.911 -3.173
H 0.093 -5.148 -1.691
H 1.808 -5.021 -2.110
H 0.964 -2.889 -5.681
H 1.429 -4.563 -5.392
H 3.453 -2.875 -5.435
H 3.340 -3.837 -3.964
H 3.230 -0.203 -5.386
H 2.369 0.715 -4.128
H 1.460 -0.314 -5.243
H 4.979 -1.210 -3.384
H 4.374 -2.102 -1.973
H 4.082 -0.356 -2.109
Se -2.816 1.408 2.501
P -1.003 0.528 3.078
C 0.303 1.724 3.464
C -0.057 2.943 4.033
C 0.924 3.857 4.385
C 2.263 3.563 4.164
C 2.624 2.350 3.594
C 1.648 1.429 3.245
C -1.091 -0.629 4.456
C -2.345 -0.944 4.972
C -2.447 -1.786 6.071
C -1.302 -2.308 6.651
C -0.050 -1.992 6.138
C 0.061 -1.152 5.045
C -0.274 -0.406 1.687
C -0.321 -0.186 0.321
N 0.489 -1.144 -0.208
N 0.995 -1.902 0.763
N 0.543 -1.480 1.898
P -0.980 0.936 -0.906
Se -0.549 -0.181 -2.823
C -2.736 1.167 -0.917
C -3.563 0.049 -0.798
C -4.932 0.221 -0.779
C -5.470 1.501 -0.888
C -4.645 2.607 -1.025
C -3.268 2.448 -1.040
C -0.094 2.484 -0.855
C 0.611 2.976 -1.952
C 1.274 4.188 -1.843
C 1.238 4.896 -0.649
C 0.530 4.405 0.441
C -0.145 3.200 0.343
H -1.104 3.169 4.194
H 0.642 4.799 4.839
H 3.026 4.277 4.443
H 3.668 2.118 3.429
H 1.942 0.483 2.806
H -3.234 -0.525 4.519
H -3.421 -2.025 6.474
H -1.382 -2.959 7.511
H 0.843 -2.395 6.597
H 1.042 -0.906 4.661
H -3.137 -0.942 -0.692
H -5.585 -0.634 -0.668
H -6.543 1.633 -0.866
H -5.071 3.597 -1.112
H -2.623 3.311 -1.127
H 0.637 2.424 -2.883
H 1.817 4.582 -2.691
H 1.760 5.840 -0.570
H 0.498 4.958 1.370
H -0.723 2.834 1.184
```

E_LUMO ... -7.42 eV
Relative energy (zero: lowest compared OMol25 entry of this formula, charge and spin) ... 0.000 eV
Net charge ... +2
E ... -208914.271 eV
HOMO-LUMO gap ... 5.0478 eV
E_HOMO ... -12.5 eV

These are the Löwdin partial charges, in e, on atoms 1 to 4: 0.647 -0.223 0.654 -0.205



Record 2
Molecular formula: C32H36IrN9
Method: DFT, ωB97M-V with the def2-TZVPD basis set

Geometry as XYZ:
```
78
Properties=species:S:1:pos:R:3
Ir 0.255 0.040 -0.070
C -2.577 -1.218 1.281
N -2.151 -0.481 0.091
C -2.692 -1.035 -1.140
C -1.781 -0.655 -2.240
N -0.511 -0.354 -2.061
C 0.015 -0.085 -3.357
C 1.287 0.257 -3.807
C 1.462 0.454 -5.161
C 0.400 0.319 -6.071
C -0.856 -0.043 -5.645
C -1.013 -0.245 -4.278
N -2.131 -0.606 -3.525
C -1.699 -0.861 2.420
N -0.468 -0.430 2.313
C -0.028 -0.240 3.656
C 1.183 0.173 4.230
C 1.254 0.298 5.600
C 0.163 0.000 6.435
C -1.020 -0.444 5.901
C -1.079 -0.552 4.518
N -2.121 -0.946 3.691
H -2.511 -2.284 1.083
H -3.616 -1.015 1.535
H -2.455 0.479 0.198
H -3.709 -0.712 -1.343
H -2.716 -2.121 -1.059
H 2.110 0.335 -3.123
H 2.448 0.705 -5.541
H 0.574 0.494 -7.127
H -1.678 -0.172 -6.340
H -3.040 -0.832 -3.895
H 2.101 0.351 3.677
H 2.188 0.630 6.046
H 0.266 0.103 7.508
H -1.871 -0.698 6.529
H -3.030 -1.261 3.996
C 6.613 2.418 -0.303
C 6.559 1.205 0.394
C 5.540 0.319 0.143
C 4.544 0.659 -0.800
C 4.624 1.865 -1.520
C 5.656 2.736 -1.270
N 3.444 -0.154 -1.039
N 3.489 -1.293 -0.718
C 2.471 -2.146 -0.410
C 2.932 -3.495 -0.381
C 2.082 -4.526 -0.124
C 0.741 -4.232 0.122
C 0.271 -2.912 0.106
C 1.091 -1.819 -0.122
H 7.431 3.107 -0.113
H 7.324 0.961 1.123
H 5.497 -0.649 0.637
H 3.890 2.069 -2.299
H 5.743 3.657 -1.835
H 3.983 -3.673 -0.591
H 2.435 -5.551 -0.126
H 0.046 -5.041 0.332
H -0.780 -2.750 0.306
N -0.458 2.149 -0.764
C -0.447 3.406 0.070
C -0.290 3.092 1.548
C 1.158 3.207 1.998
C 2.130 2.370 1.186
N 1.781 0.912 1.173
H 0.036 2.304 -1.638
H -1.415 1.975 -1.042
H -1.360 3.967 -0.102
H 0.373 4.034 -0.277
H -0.661 2.079 1.732
H -0.903 3.764 2.148
H 1.232 2.949 3.057
H 1.484 4.244 1.906
H 3.122 2.479 1.616
H 2.189 2.717 0.160
H 1.459 0.675 2.098
H 2.622 0.370 1.034
```

E_LUMO (alpha / beta) ... -11.77 / -11.35 eV
Relative energy (zero: lowest compared OMol25 entry of this formula, charge and spin) ... 4.815 eV
Net charge ... +3
E ... -49991.122 eV
HOMO-LUMO gap (alpha / beta) ... 4.3147 / 4.7519 eV
Spin multiplicity ... 2
E_HOMO (alpha / beta) ... -16.1 / -16.1 eV

These are the Löwdin partial charges, in e, on atoms 1 to 4: 1.403 -0.101 -0.086 -0.090



Record 3
Molecular formula: C32H36N10O7S4SiW
Method: DFT, ωB97M-V with the def2-TZVPD basis set

Geometry as XYZ:
```
91
Properties=species:S:1:pos:R:3
W 0.521 -0.133 -0.137
C 6.453 3.431 -1.089
Si 4.720 3.297 -1.754
C 4.707 2.172 -3.231
C 4.083 4.985 -2.214
C 3.636 2.677 -0.327
C 3.910 3.128 0.961
C 3.171 2.716 2.070
C 2.137 1.836 1.871
N 1.823 1.422 0.636
C 2.545 1.806 -0.428
S 1.921 0.987 -1.835
H 7.123 3.768 -1.884
H 6.819 2.467 -0.729
H 6.530 4.151 -0.271
H 5.522 2.470 -3.896
H 3.771 2.243 -3.788
H 4.855 1.125 -2.958
H 4.685 5.423 -3.014
H 4.115 5.662 -1.358
H 3.048 4.932 -2.562
H 4.738 3.811 1.117
H 3.406 3.056 3.068
H 1.544 1.442 2.683
N 0.292 -3.738 1.341
C 1.348 -3.845 2.352
C 2.547 -3.016 1.914
C 2.034 -1.705 1.420
O 2.173 -1.392 0.174
O 1.354 -0.961 2.146
H -0.517 -4.280 1.618
H 0.605 -4.105 0.444
H 1.688 -4.868 2.537
H 0.970 -3.439 3.291
H 3.104 -3.507 1.116
H 3.200 -2.848 2.772
O -4.032 -1.076 7.023
S -4.547 0.110 7.674
O -5.987 0.175 7.788
O -3.803 0.553 8.836
C -4.176 1.430 6.484
N -4.715 2.646 6.687
C -4.444 3.579 5.795
C -3.642 3.354 4.679
C -3.124 2.082 4.576
N -3.383 1.129 5.458
C -2.265 1.632 3.442
C -1.996 0.274 3.308
C -1.236 -0.169 2.250
N -0.720 0.685 1.341
C -0.950 2.000 1.482
C -1.713 2.504 2.507
H -4.890 4.555 5.963
H -3.456 4.133 3.953
H -2.381 -0.416 4.047
H -1.012 -1.213 2.114
H -0.510 2.648 0.737
H -1.865 3.573 2.569
N -2.310 1.568 -3.043
C -3.212 1.424 -2.010
C -2.488 0.977 -0.959
N -1.157 0.855 -1.333
C -1.098 1.216 -2.599
H -2.515 1.882 -3.977
H -4.261 1.635 -2.116
H -2.837 0.703 0.018
H -0.211 1.248 -3.204
N -2.273 -4.034 -7.177
C -1.513 -3.728 -6.071
C -1.295 -2.391 -5.709
C -0.561 -2.086 -4.583
C -0.045 -3.105 -3.787
C -0.243 -4.432 -4.143
C -0.971 -4.741 -5.276
S 0.926 -2.705 -2.381
O 1.976 -1.827 -2.800
O 1.235 -3.946 -1.720
N -0.080 -1.797 -1.445
C -1.253 -2.361 -0.974
S -2.111 -3.755 -1.556
C -3.286 -3.529 -0.316
C -2.974 -2.442 0.418
N -1.827 -1.786 0.037
H -2.435 -3.314 -7.858
H -2.219 -4.967 -7.545
H -1.702 -1.600 -6.328
H -0.377 -1.054 -4.312
H 0.171 -5.213 -3.520
H -1.131 -5.777 -5.552
H -4.120 -4.202 -0.208
H -3.541 -2.076 1.263
```

E_LUMO (alpha / beta) ... -0.95 / -1.41 eV
E ... -116048.359 eV
HOMO-LUMO gap (alpha / beta) ... 6.2051 / 5.7387 eV
Spin multiplicity ... 3
E_HOMO (alpha / beta) ... -7.2 / -7.2 eV

These are the Löwdin partial charges, in e, on atoms 1 to 4: 1.610 -0.177 0.500 -0.199



> Number 3 is which compound?

C32H36N10O7S4SiW